{"formula": "C23H33N3O8P", "method": "wB97M-V/def2-TZVPD", "homo_energy_ev": -3.76, "lumo_ev": 2.26, "homo_lumo_gap_ev": 6.0224, "fmax_ha_per_bohr": 0.0410, "total_charge": -1, "relative_energy_kcal_mol": 6.4, "elements": ["P", "O", "O", "O", "O", "O", "O", "O", "O", "N", "N", "N", "C", "C", "C", "C", "C", "C", "C", "C", "C", "C", "C", "C", "C", "C", "C", "C", "C", "C", "C", "C", "C", "C", "C", "H", "H", "H", "H", "H", "H", "H", "H", "H", "H", "H", "H", "H", "H", "H", "H", "H", "H", "H", "H", "H", "H", "H", "H", "H", "H", "H", "H", "H", "H", "H", "H", "H"], "coordinates": [[2.3550, 1.8796, -1.1193], [0.0164, 3.3076, -1.1311], [0.7563, -1.1999, -2.5026], [3.0434, -4.3830, -0.2636], [2.8721, 3.2252, -0.4231], [2.2699, 1.9162, -2.5992], [-1.0551, 2.3852, 0.6828], [3.4333, 0.8251, -0.5661], [-0.4007, -2.3241, 1.9427], [1.3275, -3.3270, 0.8370], [1.5740, -3.0894, -1.5011], [-5.5668, -0.3152, 3.0539], [-5.7527, 0.9530, 3.7360], [2.2647, -3.4320, -2.7242], [4.4636, 4.9270, -0.9010], [-3.2834, 0.2279, 2.4659], [-0.9751, 3.1724, -2.1734], [2.0578, -3.6490, -0.3116], [-3.4943, -1.4153, 0.2272], [3.0455, 4.4781, -1.1347], [-6.2934, -1.4344, 3.6182], [-4.5253, -1.4051, 1.1466], [-2.2641, -0.7671, 0.4987], [-2.1750, 0.0000, 1.6765], [-0.7081, 2.0297, -3.1079], [-0.1024, 2.3535, -0.0985], [0.2036, -2.4800, 0.8824], [-0.1297, -1.7719, -0.3650], [0.9695, 1.4369, -0.1415], [-1.1589, -0.8853, -0.4519], [1.7287, -4.0249, 2.0354], [5.0315, -0.9351, -0.7003], [-4.4699, -0.5084, 2.2443], [0.7377, -1.9552, -1.5273], [3.9288, -0.2261, -1.4440], [-1.9540, 3.0507, -1.6907], [2.7635, -4.3892, -2.5855], [5.0882, -1.9834, -0.9975], [5.9767, -0.4406, -0.9355], [-3.2269, 0.9413, 3.2889], [3.0998, -0.9135, -1.6922], [4.6169, 5.9301, -1.2890], [2.3051, 5.1747, -0.7287], [-1.2769, -0.3715, -1.4046], [-6.7811, 1.0028, 4.1105], [1.0905, 0.7433, 0.6785], [-6.2831, -2.2945, 2.9448], [-1.2267, 0.4611, 1.9338], [4.7150, 4.9154, 0.1614], [2.9951, -2.6523, -2.9660], [-5.0537, 1.0826, 4.5791], [-3.5873, -1.9494, -0.7199], [-5.4223, -2.0089, 0.9887], [2.8540, 4.3232, -2.2043], [4.2705, 0.2349, -2.3887], [-5.8669, -1.7591, 4.5860], [1.6554, -5.1058, 1.8808], [0.3650, 1.8274, -3.2329], [2.7707, -3.7783, 2.2535], [1.0655, -3.7006, 2.8325], [-0.9439, 4.1280, -2.6985], [5.1438, 4.2521, -1.4261], [-1.1957, 1.1258, -2.7330], [-1.1409, 2.2736, -4.0820], [4.8561, -0.8728, 0.3795], [-5.5964, 1.7871, 3.0365], [-7.3316, -1.1293, 3.7911], [1.5312, -3.4939, -3.5309]], "atomic_forces_ev_per_a": [[-1.7861, -0.6760, 0.8909], [-0.5175, 0.1279, -0.2566], [-0.2252, -1.5434, 1.2350], [-1.2462, 0.7463, -0.1345], [0.5207, 1.0564, -0.6713], [0.8234, 0.2985, 0.1270], [-0.0959, 0.4686, -0.4282], [0.9537, -0.7478, -0.6389], [0.7901, -0.3632, -1.2157], [-0.0227, -0.0652, -0.7987], [0.1663, -0.0858, 0.7373], [-1.4311, 0.2432, 0.4366], [0.3862, -0.2042, -0.1270], [0.2303, 0.1622, -0.3431], [0.2244, -0.0156, -0.1042], [-0.6106, -0.5845, -0.0278], [0.2213, 0.5349, 0.9670], [0.0780, -0.0151, 0.0169], [1.1987, 0.1315, -0.1201], [-0.1896, -0.8742, 0.2520], [0.1872, 0.1408, 0.0502], [-0.2627, 0.6365, 0.4553], [-1.1727, 0.4203, 1.1851], [0.4015, -0.1683, -0.7524], [0.0471, -0.5115, -0.3752], [0.6310, -1.0394, 0.1169], [-0.6260, 0.1174, 1.1293], [-0.2574, 0.5059, 0.3402], [-0.3068, 0.7233, -0.4089], [0.3920, -1.1073, -0.3947], [0.2879, -0.1214, 0.3107], [0.2988, 0.1137, -0.0581], [1.1567, -0.1240, -0.6613], [0.3082, 1.2064, -1.4536], [-0.8105, 0.6087, 0.0424], [0.0524, 0.2316, -0.0886], [-0.0352, 0.1378, 0.0052], [0.0929, -0.0085, 0.0253], [0.0974, -0.1660, 0.2549], [0.0551, -0.3047, -0.2065], [0.2925, 0.4339, 0.1374], [0.0542, 0.2295, -0.0623], [0.0990, -0.0768, -0.0786], [0.1969, -0.1023, 0.0917], [0.1982, -0.0006, -0.0224], [0.1172, 0.0010, 0.0302], [-0.0035, 0.1674, 0.0868], [-0.2896, 0.0394, -0.1739], [-0.0773, 0.0097, -0.0499], [-0.0599, -0.2300, -0.1473], [-0.2142, 0.0715, 0.0291], [-0.0713, -0.1056, 0.3177], [0.2449, 0.3219, -0.1020], [-0.0752, 0.0179, 0.2435], [-0.1521, -0.2872, 0.3798], [-0.0774, 0.0140, -0.1376], [0.0026, 0.1510, 0.0812], [-0.4341, 0.1442, 0.0870], [-0.1564, -0.0886, 0.1319], [0.1203, -0.0551, -0.0020], [-0.0630, 0.0159, 0.0060], [0.0322, 0.0333, 0.1001], [0.1534, -0.0175, -0.1961], [-0.0789, -0.1309, -0.0502], [-0.0013, -0.0949, -0.2273], [0.0116, -0.2454, 0.1735], [0.0809, -0.1715, -0.0329], [0.1449, 0.0700, 0.0736]]}

---

{"formula": "C23H33N4O4", "method": "wB97M-V/def2-TZVPD", "homo_energy_ev": -10.54, "smiles": "CCC[NH+](CCC)CCCNc1ccc(C(=O)Nc2cccc(OC)c2)cc1[N+](=O)[O-]", "lumo_ev": -3.58, "homo_lumo_gap_ev": 6.9613, "fmax_ha_per_bohr": 0.0299, "total_charge": 1, "relative_energy_kcal_mol": 0.5, "elements": ["O", "O", "O", "O", "N", "N", "N", "N", "C", "C", "C", "C", "C", "C", "C", "C", "C", "C", "C", "C", "C", "C", "C", "C", "C", "C", "C", "C", "C", "C", "C", "H", "H", "H", "H", "H", "H", "H", "H", "H", "H", "H", "H", "H", "H", "H", "H", "H", "H", "H", "H", "H", "H", "H", "H", "H", "H", "H", "H", "H", "H", "H", "H", "H"], "coordinates": [[0.3445, 0.9761, -1.1390], [-0.2681, -4.8465, -1.9139], [3.0855, -3.3387, 3.4133], [2.0237, -0.2719, -1.6064], [-1.0650, 3.1423, -0.0207], [3.2726, -4.1867, 1.3348], [1.0748, -0.0009, -0.9117], [-1.3338, 0.2898, 0.6212], [0.5284, -2.2081, 2.5867], [1.4425, 2.5191, 1.6121], [2.8344, -4.4316, 0.0210], [0.7213, 3.8616, 1.6346], [1.7783, -1.7089, 0.6117], [3.3216, -4.7556, -2.2997], [-2.5007, 0.6328, 1.4010], [1.4725, -4.5593, -0.2438], [-0.3696, -0.6033, 1.0138], [-2.4866, 4.6209, -3.2944], [-1.2530, -4.8735, -0.9107], [-2.0243, 4.6595, -1.8403], [0.8006, -0.7847, 0.2328], [-2.2057, 3.1330, 0.9295], [-1.4747, 3.2921, -1.4475], [-0.0466, 4.1619, 0.3486], [1.9745, -4.8364, -2.5803], [2.7161, -3.3681, 2.2590], [3.7634, -4.5510, -1.0021], [1.6424, -2.4378, 1.7739], [-0.4589, -1.3260, 2.2103], [-3.1232, 1.9127, 0.8392], [1.0369, -4.7476, -1.5487], [0.7764, -4.5237, 0.5789], [-1.6642, 4.3529, -3.9518], [-2.8719, 4.9341, -1.2109], [-2.8574, 5.5964, -3.5933], [-2.1901, 0.7993, 2.4356], [-4.0158, 2.1363, 1.4245], [-1.1060, -5.7123, -0.2239], [2.6495, -1.8080, -0.0177], [0.7495, 1.6861, 1.7023], [1.6181, -4.9854, -3.5861], [2.1313, 2.4576, 2.4495], [-1.2739, -3.9376, -0.3389], [4.0398, -4.8446, -3.0993], [-1.3239, -1.2041, 2.8409], [0.0720, 3.9193, 2.5092], [-2.2005, -4.9993, -1.4317], [-1.7983, 3.1798, 1.9400], [-2.2271, 2.5339, -1.6653], [-3.4517, 1.7416, -0.1862], [-3.2863, 3.8973, -3.4297], [2.0205, 2.4089, 0.6979], [4.8173, -4.4754, -0.7850], [-1.2580, 5.4274, -1.7390], [1.4592, 4.6580, 1.7413], [-3.2546, -0.1654, 1.3940], [-0.5988, 3.0580, -2.0553], [-2.7877, 4.0402, 0.7579], [0.4483, -2.7479, 3.5178], [-0.5448, 5.1284, 0.4390], [-0.5911, 2.2152, 0.0140], [-1.4694, 0.3437, -0.3811], [4.0990, -4.6837, 1.6446], [0.6671, 4.2080, -0.4760]], "atomic_forces_ev_per_a": [[0.1526, 0.0767, -0.4626], [0.3081, -0.0234, -0.2238], [-0.0750, -0.0198, 0.1537], [-0.0638, 0.0471, -0.0019], [0.3661, -0.3810, -0.0793], [0.5167, -0.3517, 0.0323], [0.3499, 0.4833, -0.7269], [-0.4135, 0.1914, -0.1391], [0.3626, -0.0597, -0.2176], [-0.0043, 0.2115, 0.1206], [-0.0877, -0.1617, -0.5549], [-0.0705, -0.2420, -0.1342], [-0.1653, 0.2030, 0.0094], [-0.1642, -0.0482, -0.0009], [-0.2620, -0.1230, 0.0464], [-0.1977, -0.1988, -0.0510], [0.3713, -0.0278, -0.1923], [0.0566, 0.0064, 0.1831], [-0.1740, 0.0007, 0.1789], [-0.0050, -0.1307, 0.0041], [-0.1187, -0.9474, 1.2074], [-0.6020, -0.1167, 0.3631], [-0.2346, 0.2775, -0.6554], [0.5232, 0.4939, 0.4093], [-0.1762, -0.0050, 0.0104], [-0.1023, 0.2325, 0.0401], [-0.0382, 0.0809, 0.2912], [-0.1632, 0.3595, 0.2568], [-0.1248, 0.1118, -0.1656], [0.3120, -0.1494, 0.1340], [0.1831, 0.0751, -0.0290], [-0.0833, -0.0400, -0.0121], [0.0706, -0.0296, -0.1300], [0.0279, 0.0683, 0.0787], [-0.0364, 0.0591, -0.0670], [-0.0596, -0.0104, -0.0077], [-0.0201, 0.0483, -0.0711], [0.0076, 0.0306, -0.0080], [0.0196, -0.0569, -0.0252], [-0.0530, -0.1462, -0.0388], [-0.0431, -0.0254, -0.1432], [0.0516, -0.0682, 0.0774], [0.0162, -0.0326, -0.0123], [0.0666, -0.0113, -0.0900], [-0.1193, 0.0164, 0.0426], [0.0034, 0.1131, 0.0138], [0.0401, 0.0165, 0.0881], [0.0609, 0.0708, -0.0960], [0.0811, -0.0628, 0.0822], [-0.1153, 0.0059, -0.0318], [-0.0954, -0.0798, -0.0620], [0.0796, -0.0905, -0.1316], [0.1300, 0.0503, 0.0362], [0.0021, 0.0228, 0.1099], [-0.0938, 0.0821, -0.0137], [0.0476, 0.0447, 0.1189], [-0.0159, -0.0414, 0.1472], [0.1759, -0.0053, 0.0022], [-0.0076, -0.0387, 0.1150], [-0.0637, -0.0953, -0.1476], [-0.1967, 0.2258, 0.1546], [0.1095, 0.0130, 0.2074], [-0.1247, 0.1038, 0.0695], [-0.1216, -0.0025, -0.0616]]}